{
  "formula": "C35H30BrFeN5OP",
  "method": "wB97M-V/def2-TZVPD",
  "species": ["Fe", "Br", "C", "C", "C", "C", "O", "C", "C", "N", "C", "C", "C", "C", "C", "C", "C", "C", "N", "C", "C", "H", "H", "H", "H", "H", "H", "H", "H", "H", "H", "C", "C", "C", "C", "C", "C", "N", "N", "C", "C", "C", "C", "C", "N", "H", "H", "H", "H", "H", "H", "H", "H", "H", "C", "P", "C", "C", "C", "C", "C", "C", "C", "H", "H", "H", "H", "H", "H", "H", "H", "H", "H", "H"],
  "positions_angstrom": [[0.082668, 0.287924, -0.432770], [5.972980, 4.881769, -0.105461], [4.666297, 3.555646, -0.436274], [5.061485, 2.262679, -0.780613], [4.118396, 1.283472, -1.013932], [2.746837, 1.552696, -0.886470], [1.856763, 0.607542, -1.060978], [2.359917, 2.875637, -0.557619], [0.971168, 3.267362, -0.501123], [-0.012197, 2.448566, -0.523160], [-1.328097, 2.910136, -0.696595], [-1.913541, 3.934889, -0.007964], [-3.231872, 4.338820, -0.316702], [-3.929103, 3.732892, -1.321103], [-3.347876, 2.662960, -2.046662], [-3.993025, 2.018497, -3.127685], [-3.345629, 1.022007, -3.796993], [-2.066956, 0.626408, -3.351485], [-1.445070, 1.170396, -2.335233], [-2.057074, 2.217822, -1.706762], [3.331033, 3.863802, -0.348153], [6.114637, 2.032036, -0.870535], [4.424093, 0.282975, -1.292913], [0.776967, 4.343943, -0.526123], [-1.364709, 4.434543, 0.781015], [-3.678721, 5.150367, 0.241226], [-4.924994, 4.065329, -1.584610], [-4.984125, 2.340906, -3.422634], [-3.794566, 0.522287, -4.643748], [-1.550232, -0.182112, -3.859922], [3.020757, 4.874707, -0.112170], [3.002361, 1.449052, 4.559140], [3.282894, 1.256835, 3.215791], [2.272695, 0.850363, 2.358074], [0.991363, 0.642775, 2.845480], [0.703905, 0.826969, 4.198265], [1.714535, 1.231665, 5.046994], [0.021077, 0.219297, 1.893058], [-1.072990, -0.098659, 2.383492], [-2.023866, -0.593256, 1.459337], [-3.183716, -1.120503, 1.997555], [-4.102681, -1.703042, 1.142490], [-3.818965, -1.741672, -0.212770], [-2.640198, -1.172934, -0.661856], [-1.758784, -0.590452, 0.150774], [3.786263, 1.765185, 5.234488], [4.281198, 1.422385, 2.832799], [2.474353, 0.676593, 1.313573], [-0.299397, 0.661359, 4.562751], [1.502627, 1.381503, 6.096900], [-3.327078, -1.075206, 3.067465], [-5.015854, -2.135140, 1.528354], [-4.498198, -2.200556, -0.916606], [-2.382327, -1.187660, -1.710402], [1.830635, -2.442712, -2.285000], [1.004694, -2.186366, -0.671428], [2.408100, -2.299350, 0.487893], [0.127753, -3.769704, -0.450123], [-0.918488, -4.060030, -1.328900], [-1.620200, -5.250115, -1.233427], [-1.295598, -6.166511, -0.241112], [-0.270197, -5.883341, 0.646774], [0.439227, -4.692940, 0.543538], [1.087738, -2.720803, -3.032294], [2.568599, -3.243046, -2.216888], [2.309048, -1.514022, -2.591673], [2.984976, -3.210783, 0.326753], [2.057266, -2.269244, 1.520351], [3.052208, -1.435814, 0.321785], [-1.178028, -3.352336, -2.110018], [-2.415535, -5.467155, -1.934800], [-1.839882, -7.098183, -0.163220], [-0.012407, -6.593932, 1.421056], [1.234688, -4.495396, 1.249733]],
  "forces_ev_per_angstrom": [[0.104, 0.168, -0.352], [-0.003, -0.007, -0.011], [-0.035, 0.048, 0.015], [-0.050, -0.074, -0.022], [0.141, 0.024, 0.011], [-0.463, 0.129, 0.000], [0.843, -0.288, -0.099], [-0.019, 0.017, 0.175], [0.167, 0.093, -0.186], [-0.148, -0.217, 0.409], [-0.035, 0.031, -0.070], [-0.003, 0.000, 0.066], [-0.012, -0.018, -0.034], [0.018, 0.011, -0.001], [-0.050, -0.005, -0.001], [-0.002, 0.026, 0.013], [0.033, -0.011, 0.004], [0.008, -0.011, -0.077], [-0.019, 0.000, 0.124], [0.001, 0.021, -0.065], [0.087, 0.037, -0.013], [0.002, 0.001, 0.002], [-0.011, -0.003, 0.003], [-0.052, -0.018, -0.015], [0.007, 0.010, -0.021], [0.003, 0.003, 0.000], [-0.007, -0.007, 0.016], [-0.004, -0.012, -0.001], [0.006, 0.016, -0.012], [0.006, -0.027, 0.038], [0.008, -0.006, 0.011], [-0.021, -0.016, 0.016], [-0.009, 0.002, 0.017], [0.062, 0.013, -0.009], [0.113, 0.060, -0.092], [-0.081, 0.041, -0.020], [0.031, 0.006, -0.009], [-0.079, -0.077, -0.027], [-0.078, -0.005, 0.081], [-0.057, -0.072, -0.008], [0.017, -0.002, 0.065], [-0.019, -0.026, -0.023], [-0.006, 0.008, 0.039], [-0.017, -0.034, -0.015], [-0.424, 0.022, 0.206], [-0.007, 0.009, 0.002], [-0.007, -0.005, -0.003], [0.003, 0.000, -0.073], [0.017, 0.001, 0.014], [0.006, 0.004, 0.002], [-0.010, -0.013, -0.007], [-0.007, 0.016, 0.004], [0.019, -0.009, -0.013], [-0.030, 0.016, 0.021], [-0.030, -0.060, 0.043], [0.165, 0.099, -0.131], [-0.024, -0.039, 0.018], [-0.063, 0.067, -0.021], [0.004, -0.004, 0.003], [0.006, 0.005, 0.006], [-0.007, 0.007, 0.002], [-0.002, 0.006, 0.005], [-0.045, 0.012, 0.056], [0.002, 0.028, -0.018], [-0.002, -0.001, -0.019], [0.009, 0.014, 0.034], [0.013, -0.002, 0.016], [0.018, 0.010, 0.001], [-0.020, -0.001, -0.033], [0.017, -0.010, -0.017], [-0.004, 0.000, 0.003], [0.001, -0.002, -0.002], [-0.002, 0.002, 0.002], [0.023, -0.002, -0.024]],
  "lowdin_charge": [0.6955, 0.7495, -0.6984, -0.1042, -0.0045, -0.3669, -0.2382, -0.1379, -0.0352, 0.0326, -0.2124, -0.0018, -0.0536, -0.0217, -0.1455, 0.0077, -0.0361, -0.1407, 0.0909, -0.1646, -0.0796, 0.1078, 0.1177, 0.1438, 0.1210, 0.1131, 0.1195, 0.1255, 0.1115, 0.1191, 0.1127, -0.0555, -0.0472, -0.0167, -0.2367, -0.0144, -0.0606, 0.0470, 0.1082, -0.2888, 0.0210, -0.0211, -0.0194, -0.1204, 0.0355, 0.1126, 0.1141, 0.0784, 0.1076, 0.1114, 0.1237, 0.1215, 0.1190, 0.0906, -0.2379, 0.9118, -0.2595, -0.3729, -0.1254, -0.0788, -0.0768, -0.0721, -0.0858, 0.0386, 0.0548, 0.0327, 0.0549, 0.0433, 0.0282, 0.0916, 0.1067, 0.1081, 0.1090, 0.0931],
  "e_above_lowest_kj_mol": 0.0,
  "orbital_gap_ev": [6.264, 6.322],
  "spin_multiplicity": 5,
  "charge": 1,
  "s2": 6.019
}

---

{
  "formula": "C4H13NO2",
  "method": "wB97M-V/def2-TZVPD",
  "species": ["C", "N", "C", "C", "C", "O", "H", "H", "H", "H", "H", "H", "H", "H", "H", "H", "H", "O", "H", "H"],
  "positions_angstrom": [[1.671352, 0.644990, 1.351159], [0.391129, -0.061117, 1.231960], [-0.032582, -0.485504, -0.141330], [0.892004, -1.596805, -0.591194], [-0.218336, 0.726551, -1.048758], [-0.444116, 0.143754, -2.312208], [1.516091, 1.743471, 1.230712], [2.236260, 0.535288, 0.407180], [2.252180, 0.447193, 2.248523], [0.396699, -0.848522, 1.863699], [-1.040326, -0.811309, 0.163497], [1.803344, -1.718629, -0.018472], [1.199423, -1.372573, -1.619878], [0.432086, -2.585941, -0.732430], [-1.134856, 1.281053, -0.704088], [0.516281, 1.534074, -1.064916], [-1.033577, 0.677989, -2.849697], [-3.245727, 0.917242, 0.763708], [-2.590815, 0.724159, 1.427387], [-3.566512, 0.104636, 0.395147]],
  "forces_ev_per_angstrom": [[-0.498, 1.414, -2.070], [0.148, 0.934, 0.665], [0.336, 0.382, 3.287], [-0.039, -0.498, -2.368], [-1.745, 0.389, 0.454], [0.015, 0.021, -0.876], [-0.202, -0.440, 0.883], [0.561, -0.792, 0.566], [-0.115, -0.202, -0.134], [-0.142, -0.160, -0.238], [0.168, -0.420, -1.118], [-0.046, 0.196, 0.370], [0.242, -0.050, 0.086], [-0.179, 0.331, 0.516], [0.589, -0.685, -0.123], [0.785, -0.561, -0.016], [0.055, 0.138, 0.112], [-0.289, 1.043, -0.230], [0.412, -0.353, 0.291], [-0.057, -0.686, -0.056]],
  "lowdin_charge": [-0.1424, -0.1170, -0.3754, -0.0570, -0.2322, -0.0665, 0.0739, 0.0724, 0.0755, 0.0931, 0.1248, 0.0703, 0.0735, 0.0813, 0.1180, 0.1133, 0.0910, -0.0435, 0.0208, 0.0260],
  "e_above_lowest_kj_mol": 154.1,
  "orbital_gap_ev": 9.342,
  "smiles": "CN[C@H](C)CO.O",
  "spin_multiplicity": 1
}

---

{
  "formula": "C5H5F2N",
  "method": "wB97M-V/def2-TZVPD",
  "species": ["C", "C", "C", "C", "C", "N", "F", "F", "H", "H", "H", "H", "H"],
  "positions_angstrom": [[2.488819, 3.082343, -1.008453], [-0.336229, -1.704634, -0.025077], [2.544478, 1.837935, -0.564260], [-0.479975, -2.924461, -0.546184], [2.477791, -0.333651, 0.407506], [2.418466, 0.684951, -0.311725], [-1.304131, -3.852891, 0.001981], [2.374135, -1.519965, -0.154657], [3.015277, 3.923282, -0.416158], [2.464541, 3.263914, -2.085682], [-1.034617, -1.478451, 0.826894], [0.274039, -0.991546, -0.473801], [-0.172593, -3.238978, -1.453211]],
  "forces_ev_per_angstrom": [[2.198, 0.696, 0.828], [-2.701, -2.224, 1.203], [-0.510, 3.545, -1.522], [-1.440, 1.975, 2.644], [0.854, -1.967, 3.326], [-0.293, -0.789, -1.161], [0.157, 0.330, 0.124], [0.137, 0.249, -1.031], [-1.414, -1.475, -0.689], [-0.297, -0.204, 0.306], [1.242, 0.016, -0.715], [0.494, 0.953, -0.601], [1.574, -1.104, -2.712]],
  "lowdin_charge": [0.0278, 0.0294, -0.1345, -0.1964, -0.1454, 0.0939, -0.0102, 0.0105, 0.0954, 0.0579, 0.0968, 0.0037, 0.0711],
  "e_above_lowest_kj_mol": 553.8,
  "orbital_gap_ev": 8.958,
  "spin_multiplicity": 1
}

---

{
  "formula": "C3H3Br3O",
  "method": "wB97M-V/def2-TZVPD",
  "species": ["C", "C", "C", "O", "Br", "Br", "Br", "H", "H", "H"],
  "positions_angstrom": [[-1.006216, 1.486241, 0.499426], [-0.917230, 0.322404, -0.146325], [1.161971, -0.846911, 0.303130], [1.824274, -0.941334, -0.832667], [-2.436140, 2.763909, 0.145749], [-1.537214, -0.409000, -1.762085], [0.241521, -2.389851, 0.843545], [-0.479320, 1.686964, 1.403407], [1.879268, -0.515484, 1.193552], [1.269085, -1.156938, -1.647733]],
  "forces_ev_per_angstrom": [[-1.696, -1.243, -1.342], [3.521, 0.341, 0.640], [-0.841, 1.313, 1.259], [-0.332, 0.277, -1.634], [0.570, -0.392, 0.102], [0.049, 0.520, 0.803], [-0.278, -1.167, 0.361], [0.387, 0.204, 0.270], [-1.902, -0.067, -2.136], [0.522, 0.214, 1.677]],
  "lowdin_charge": [-0.6613, -0.7355, -0.7135, -0.1032, 0.5792, 0.6828, 0.6838, 0.0288, 0.1241, 0.1146],
  "e_above_lowest_kj_mol": 311.2,
  "orbital_gap_ev": [7.867, 7.852],
  "spin_multiplicity": 1
}

---

Calculated calculated total energy, -159995.0345, -9942.5996, -12185.3666, -215330.1598 eV (same order as the records).